[1]
A 2-piece molecular cluster, C3H9NO3 overall at a distorted geometry, computed with ωB97M-V/def2-TZVPD.

Results
Total charge: 0
SMILES: NCCC(=O)O.O
Relative energy (zero: lowest compared OMol25 entry of this formula, charge and spin), kcal/mol: 27.2
Orbital gap, eV: 9.93
LUMO energy, eV: 0.63
Multiplicity: 1

The geometry in XYZ format:
```
16
Properties=species:S:1:pos:R:3:forces:R:3
N -1.259 1.260 -0.350 0.254 0.503 -0.406
C -0.945 0.006 0.389 -1.236 1.569 -1.211
C -1.775 -1.163 -0.158 1.975 -0.471 1.231
C -1.091 -2.481 0.209 -0.954 -0.612 -0.583
O -1.718 -3.489 0.397 0.054 -0.168 0.288
O 0.246 -2.470 0.187 0.609 0.717 -0.034
H -1.708 1.197 -1.253 -0.156 -0.673 0.053
H -0.442 1.823 -0.540 0.176 -0.026 0.328
H 0.116 -0.205 0.343 0.055 -0.102 0.189
H -1.288 0.307 1.372 0.420 -0.843 0.642
H -1.774 -1.148 -1.249 -0.432 0.107 0.015
H -2.737 -1.243 0.331 -0.398 0.220 -0.535
H 0.611 -3.341 0.386 -0.368 -0.221 0.023
O 4.833 6.447 -0.465 -0.080 -0.354 -0.130
H 4.726 6.102 -1.359 0.045 0.225 -0.066
H 4.693 5.659 0.071 0.036 0.130 0.196
```
Forces are in eV/Å.

Löwdin atomic charges, in units of e: N -0.029; C -0.247; C -0.075; C -0.537; O 0.098; O 0.099; H 0.050; H 0.053; H 0.100; H 0.105; H 0.129; H 0.123; H 0.131; O -0.062; H 0.031; H 0.031

[2]
C9H16NO as an isolated structure at a distorted geometry, computed with ωB97M-V/def2-TZVPD.

Results
Total charge: +1
Relative energy (zero: lowest compared OMol25 entry of this formula, charge and spin), kcal/mol: 131.5
Orbital gap, eV: 8.61
LUMO energy, eV: -3.60
Multiplicity: 1

The geometry in XYZ format:
```
27
Properties=species:S:1:pos:R:3:forces:R:3
C 0.222 -0.406 0.801 0.536 0.374 2.365
C -0.952 0.449 0.401 0.414 -1.827 -0.026
C 1.240 -0.827 0.045 -0.588 0.043 -1.350
C -0.813 1.240 -0.629 -0.980 1.529 -2.006
C 1.447 -0.506 -1.397 -0.712 1.036 0.615
C 0.482 -0.490 2.345 0.678 -0.094 0.084
C -2.219 0.270 1.186 3.024 -0.752 2.778
C 2.512 -1.443 0.531 -0.306 -0.577 1.497
C -1.798 2.324 -1.131 1.172 -0.794 2.550
N 0.631 -1.331 -2.383 -2.992 0.749 1.480
O 0.330 1.042 -1.466 -0.082 -0.506 -0.281
H 1.297 0.172 2.699 -0.591 0.619 -0.690
H 0.929 -1.375 2.814 -0.497 -0.717 -1.024
H -0.380 -0.303 2.955 -0.509 0.391 0.093
H -3.145 0.327 0.729 -1.563 0.041 -1.414
H -2.184 1.049 1.974 -0.332 -0.611 -0.008
H -2.038 -0.749 1.669 -1.006 1.415 -0.364
H 2.913 -0.837 1.444 -0.478 -1.489 -1.560
H 3.110 -1.261 -0.349 1.252 -0.516 0.285
H 2.351 -2.581 0.717 0.646 2.025 0.002
H -1.933 2.402 -2.165 -0.436 -0.443 -1.538
H -1.498 3.303 -0.809 0.855 0.626 0.118
H -2.692 2.243 -0.526 -0.570 -0.491 -0.457
H 1.169 -2.065 -2.758 0.910 -1.597 -0.100
H 0.421 -0.788 -3.172 0.427 1.735 -1.708
H -0.376 -1.598 -2.184 1.288 -0.598 0.754
H 0.975 1.738 -1.338 0.439 0.429 -0.096
```
Forces are in eV/Å.

Löwdin atomic charges, in units of e: C -0.136; C -0.196; C -0.321; C -0.223; C 0.079; C -0.032; C -0.019; C -0.053; C 0.031; N 0.181; O -0.004; H 0.099; H 0.088; H 0.058; H 0.058; H 0.113; H 0.114; H 0.125; H 0.052; H 0.132; H 0.067; H 0.086; H 0.082; H 0.147; H 0.126; H 0.196; H 0.150

[3]
A 13-piece molecular cluster, C5H35NO14 overall at a distorted geometry, computed with ωB97M-V/def2-TZVPD.

Results
Total charge: 0
Relative energy (zero: lowest compared OMol25 entry of this formula, charge and spin), kcal/mol: 27.3
Orbital gap, eV: 9.93
LUMO energy, eV: 0.05
Multiplicity: 1

The geometry in XYZ format:
```
55
Properties=species:S:1:pos:R:3:forces:R:3
C -1.923 0.546 -0.724 -0.402 -0.147 0.097
C -0.646 -0.221 -1.117 0.717 1.534 -0.740
C -1.037 -1.540 -1.707 -0.754 -1.198 0.185
C 0.280 -0.305 0.097 -0.492 -1.123 0.443
N -1.933 2.008 -0.695 0.036 -0.476 0.359
C -2.050 2.631 0.495 0.545 -0.438 -0.073
O -1.954 3.969 0.364 -0.028 0.335 -1.191
O -2.106 2.062 1.571 -0.046 0.167 0.398
H -2.746 0.235 -1.366 -0.055 -0.141 -0.010
H -2.126 0.240 0.300 -0.419 -0.064 -0.102
H -0.153 0.339 -1.921 0.129 0.130 0.236
H -1.736 -2.055 -1.038 0.084 0.020 -0.012
H -0.251 -2.266 -1.897 0.442 0.264 0.207
H -1.547 -1.453 -2.659 -0.201 0.408 -0.260
H 1.340 -0.489 -0.059 -0.014 0.405 -0.453
H -0.038 -1.194 0.659 -0.291 0.111 0.221
H 0.148 0.547 0.761 0.202 0.147 -0.064
H -2.078 2.508 -1.573 0.491 -0.047 0.384
H -2.270 4.470 1.110 -0.148 -0.247 0.781
H 3.193 0.130 2.146 -0.440 -0.159 0.223
H 4.023 0.875 1.119 -0.155 -0.006 -0.036
O 3.204 0.947 1.632 0.600 0.195 -0.155
H -2.793 -1.082 1.692 -0.161 -0.098 -0.099
H -2.411 -2.283 2.476 0.038 0.006 0.090
O -2.907 -2.042 1.684 0.180 0.213 0.173
H -0.139 -0.309 3.813 0.106 -0.184 0.013
H -1.041 0.274 2.737 -0.181 0.140 0.112
O -1.002 -0.426 3.403 -0.044 0.094 -0.185
H 0.743 2.697 0.791 -0.377 0.073 -0.132
H 2.153 2.388 1.253 -0.004 0.253 -0.081
O 1.653 2.950 0.622 0.477 -0.232 0.551
H 1.197 -3.420 -0.625 -1.268 -0.626 0.364
H 2.078 -2.252 -0.830 0.344 -0.025 -0.034
O 2.112 -3.209 -0.724 0.936 0.607 -0.158
H 4.600 -1.102 -1.290 0.093 -0.136 -0.113
H 3.489 -0.086 -0.947 0.283 0.056 -0.160
O 4.282 -0.529 -0.592 -0.253 0.090 0.202
H 2.256 1.662 -0.574 -0.507 -0.398 -0.496
H 2.355 1.878 -2.036 0.305 0.487 -1.030
O 2.221 1.167 -1.433 0.221 -0.110 1.161
H -3.331 -4.464 1.018 0.529 -0.591 3.002
H -3.708 -3.352 0.120 -0.014 -0.010 0.134
O -3.591 -4.308 0.158 -0.808 0.395 -3.073
H -1.052 -4.629 -0.535 0.103 -0.126 -0.237
H -1.483 -3.906 0.663 -0.121 0.468 0.205
O -0.691 -4.056 0.148 0.362 -0.358 -0.072
H -0.815 3.756 -3.072 0.053 0.128 0.171
H -0.364 2.329 -3.109 -0.012 -0.151 0.141
O -1.163 2.862 -3.154 -0.182 0.074 -0.744
H 1.730 3.712 -2.141 0.691 0.161 0.237
H 1.098 4.554 -0.980 0.394 -0.310 0.051
O 0.935 4.118 -1.821 -1.053 0.519 -0.441
H 2.473 -2.142 2.914 0.028 0.114 0.284
H 1.543 -1.421 2.013 -0.357 0.177 -0.236
O 1.980 -1.312 2.862 0.402 -0.368 -0.039
```
Forces are in eV/Å.

Löwdin atomic charges, in units of e: C -0.133; C -0.377; C -0.075; C -0.066; N 0.105; C -0.617; O 0.121; O 0.053; H 0.132; H 0.091; H 0.113; H 0.067; H 0.070; H 0.084; H 0.045; H 0.080; H 0.067; H 0.110; H 0.117; H 0.027; H 0.050; O -0.056; H 0.028; H 0.049; O -0.046; H 0.033; H 0.004; O -0.050; H 0.034; H 0.029; O -0.062; H -0.033; H 0.000; O -0.042; H 0.044; H -0.011; O -0.067; H 0.032; H 0.026; O -0.055; H -0.017; H 0.028; O -0.026; H 0.056; H -0.007; O -0.052; H 0.036; H 0.031; O -0.054; H 0.019; H 0.047; O -0.034; H 0.071; H 0.015; O -0.037

[4]
A 2-piece molecular cluster, CNO3S2 overall at a distorted geometry, computed with ωB97M-V/def2-TZVPD.

Results
Total charge: -1
Orbital gap (spin up / spin down), eV: 6.43 / 6.34
LUMO energy (spin up / spin down), eV: 3.66 / 2.15
Multiplicity: 3

The geometry in XYZ format:
```
7
Properties=species:S:1:pos:R:3:forces:R:3
C 0.550 0.207 -1.547 -1.132 -0.719 -1.890
N 0.057 -0.251 0.432 -0.565 -2.692 -0.185
O -0.343 0.002 -2.304 -0.628 -0.064 1.184
O 1.669 0.491 -1.425 2.055 0.723 0.935
O -1.215 0.995 2.485 0.029 -0.599 -0.415
S -0.126 -1.842 1.002 0.240 1.616 -0.414
S -0.404 1.093 1.228 0.001 1.734 0.785
```
Forces are in eV/Å.

Löwdin atomic charges, in units of e: C -0.634; N -0.944; O 0.074; O 0.092; O -0.648; S 0.377; S 0.683

The calculated total energy results, record by record, are as follows: -400.178205, -482.083320, -1319.663798, -1114.961107 a.u..